Entry 1:
15
Properties=species:S:1:pos:R:3:forces:R:3:mulliken_charge:R:1 method="wB97M-V/def2-TZVPD" spin_multiplicity=1 gap_ha="0.3136 / 0.3136" homo_energy_ha="-0.306 / -0.306"
N -1.698 -0.714 -1.086 0.0 -0.2 -0.1 -0.638
N 0.355 -2.605 0.854 -0.1 0.7 -0.1 -0.528
C -0.770 -0.395 -0.035 0.0 -0.1 0.3 0.036
C -0.038 -1.554 0.567 -1.2 -2.1 -0.1 0.248
C 1.287 0.235 0.929 0.5 2.5 -0.7 -0.860
C 0.457 0.437 -0.339 0.3 -0.7 0.4 0.247
C 0.470 1.879 -0.201 0.7 -0.3 0.9 -0.826
H 0.891 0.243 1.956 -0.5 0.4 -0.9 0.351
H 2.333 -0.093 0.959 -0.3 0.7 -0.7 0.279
H -1.314 0.114 0.772 0.1 -0.1 -0.1 0.257
H -1.227 -1.231 -1.823 0.0 0.1 0.0 0.281
H -0.339 2.401 0.313 0.4 -0.4 0.2 0.269
H -2.412 -1.332 -0.710 0.0 0.1 -0.2 0.284
H 1.012 2.506 -0.922 0.2 -0.5 0.6 0.265
H 0.992 0.109 -1.235 -0.1 -0.3 0.2 0.335

---

Entry 2:
15
Properties=species:S:1:pos:R:3:forces:R:3:mulliken_charge:R:1 method="wB97M-V/def2-TZVPD" spin_multiplicity=1 gap_ha="0.2902 / 0.2369" homo_energy_ha="-0.277 / -0.237"
N 2.105 1.011 0.374 -0.5 0.1 0.5 -0.536
N 0.151 -0.110 0.508 0.2 -0.6 -0.5 0.147
C 0.900 0.849 1.030 0.7 0.6 0.3 -0.180
C -1.153 -0.508 0.680 -0.4 0.8 0.2 -0.515
C -2.032 0.100 -0.393 -0.3 -0.1 -0.2 -0.886
C 0.993 -0.810 -0.471 -0.2 -0.2 0.0 -0.473
C 2.158 0.111 -0.556 0.1 -0.1 -0.3 -0.164
H 0.390 -1.091 -1.339 0.3 0.2 -0.2 0.370
H -2.233 1.151 -0.110 0.0 -0.2 -0.1 0.253
H 0.511 1.552 1.753 0.2 -0.2 0.0 0.422
H -1.541 0.163 -1.373 0.0 -0.2 0.2 0.299
H -2.993 -0.401 -0.526 0.1 0.0 0.0 0.301
H 2.967 0.064 -1.276 -0.1 0.0 0.1 0.397
H -1.515 -0.331 1.690 0.0 0.1 0.1 0.299
H 1.291 -1.751 0.010 0.0 0.0 -0.1 0.267

---

Entry 3:
15
Properties=species:S:1:pos:R:3:forces:R:3:mulliken_charge:R:1 method="wB97M-V/def2-TZVPD" spin_multiplicity=1 gap_ha="0.3597 / 0.2916" homo_energy_ha="-0.362 / -0.324"
N -0.950 0.659 -0.020 0.3 0.6 0.1 -0.485
N 0.792 -2.012 -1.249 0.1 1.5 -0.1 -0.531
C 0.069 0.479 -1.081 0.1 -0.1 -0.2 0.111
C 0.564 -0.875 -1.203 0.3 -1.5 -0.1 0.092
C 0.389 1.271 0.131 0.0 0.0 0.0 0.211
C 1.433 0.906 1.156 -0.1 -0.2 0.1 -1.182
C -1.851 -1.434 0.116 -0.3 -0.5 0.3 -0.591
H -1.130 -2.222 0.337 0.1 0.6 -0.1 0.228
H -1.835 -0.921 -0.805 -0.2 -0.5 -0.9 0.305
H 0.381 2.356 -0.068 -0.4 -0.4 0.2 0.314
H -0.083 0.978 -2.043 -0.1 -0.1 0.3 0.288
H 2.386 1.409 0.942 -0.3 -0.1 -0.1 0.301
H 1.098 1.246 2.141 0.1 -0.1 -0.1 0.289
H 1.607 -0.171 1.187 0.0 0.0 0.1 0.366
H -2.870 -1.669 0.460 0.5 0.8 0.5 0.283

---

Entry 4:
15
Properties=species:S:1:pos:R:3:forces:R:3:mulliken_charge:R:1 method="wB97M-V/def2-TZVPD" spin_multiplicity=1 smiles=Cc1cc(N)c[nH]1 gap_ha=0.3086 homo_energy_ha=-0.268
N 0.413 -1.236 0.331 -0.1 0.0 0.1 -0.035
N -0.476 0.743 -2.534 0.2 0.0 -0.1 -0.550
C 0.211 -1.138 -1.035 0.0 0.1 -0.2 -0.961
C -0.056 0.182 -1.316 0.1 -0.1 0.1 0.893
C 0.263 -0.013 0.909 -0.2 0.0 -0.1 0.113
C -0.097 0.171 2.344 0.0 0.0 0.1 -1.153
C 0.026 0.898 -0.092 0.0 0.0 -0.1 -0.591
H -0.145 1.957 0.060 -0.1 -0.2 -0.1 0.338
H 0.365 1.052 2.797 0.0 -0.1 -0.1 0.312
H -0.227 1.720 -2.613 0.0 -0.1 -0.1 0.245
H 0.477 -2.102 0.841 0.0 0.2 -0.1 0.199
H 0.303 -1.999 -1.682 0.0 0.1 0.1 0.359
H -1.174 0.340 2.316 -0.1 0.0 0.5 0.272
H -0.154 0.234 -3.346 0.0 0.1 0.0 0.233
H 0.103 -0.700 2.975 0.1 0.1 -0.1 0.326